No. 1
Here is a cluster of 2 separate species, C5H14S in total at a distorted geometry from the Open Molecules 2025 dataset. Energies are from the ωB97M-V functional and the def2-TZVPD basis.

Geometry as XYZ:
```
20
Properties=species:S:1:pos:R:3:lowdin_charge:R:1
C -1.68559 -1.88527 -0.07220 -0.119
C -1.93362 -1.01331 1.19021 -0.304
C -1.78666 -1.80851 2.48609 -0.119
H -1.23740 -1.35142 -0.89947 0.051
H -2.64689 -2.30703 -0.38057 0.068
H -1.06177 -2.74402 0.16868 0.060
H -1.29915 -0.12383 1.10818 0.087
H -2.93929 -0.60588 1.07865 0.089
H -2.62329 -1.68222 3.17967 0.066
H -1.71906 -2.87264 2.25106 0.062
H -0.88721 -1.54846 3.03109 0.063
C 3.64487 1.92263 -1.37365 -0.439
S 2.16017 1.48299 -0.44924 0.722
C 0.79637 2.06799 -1.45888 -0.442
H 3.44177 1.87643 -2.44991 0.031
H 3.90915 2.97719 -1.23045 0.032
H 4.41296 1.21131 -1.11566 0.020
H 0.36675 3.02910 -1.19857 0.029
H 0.02248 1.30004 -1.35338 0.012
H 1.06541 2.07490 -2.51166 0.031
```

The molar mass is 106.23 g mol⁻¹. The value obtained for the relative energy (zero: lowest compared OMol25 entry of this formula, charge and spin) is 12.6 kcal/mol. The structure (SMILES) is CCC.CSC.


No. 2
Here is the molecule C3H6N2S2 at a distorted geometry from the Open Molecules 2025 dataset. Energies are from the ωB97M-V functional and the def2-TZVPD basis.

Geometry as XYZ:
```
13
Properties=species:S:1:pos:R:3:lowdin_charge:R:1
S -0.85847 2.49386 1.35416 0.530
C -0.35727 1.31014 0.24119 -0.706
N -0.96925 0.99527 -0.94244 -0.054
N -0.13601 0.26244 -1.93349 0.069
C 0.18161 -0.90817 -1.62209 -0.264
C -0.12322 -1.68744 -0.36647 -0.423
S 1.51932 -2.20433 0.66562 0.594
H 0.28253 0.50960 0.63091 0.022
H -1.64806 1.58833 -1.30670 0.094
H 0.89460 -1.32809 -2.33617 0.115
H -0.61617 -2.65033 -0.63836 0.075
H -0.68669 -0.93409 0.39286 0.089
H 0.73018 -2.90902 1.55684 -0.140
```

The molar mass is 134.23 g mol⁻¹. The value obtained for the relative energy (zero: lowest compared OMol25 entry of this formula, charge and spin) is 68.7 kcal/mol. The structure (SMILES) is S=CN/N=C\CS.


No. 3
Here is the molecule C3H3N3O from the Open Molecules 2025 dataset. Energies are from the ωB97M-V functional and the def2-TZVPD basis.

Geometry as XYZ:
```
10
Properties=species:S:1:pos:R:3:lowdin_charge:R:1
O -1.26261 -1.38159 1.29505 0.063
C -0.27327 -0.69277 1.35953 -0.232
C 0.01788 0.33061 0.34145 -0.221
C 1.11504 0.02644 -0.42944 -0.104
N 0.82582 0.25795 -1.73098 0.016
N -0.37162 0.75810 -1.80010 0.014
N -0.87425 0.79576 -0.57396 0.053
H 0.56237 -0.90377 2.05151 0.128
H 2.03346 -0.42764 -0.08399 0.115
H -1.77284 1.23689 -0.42906 0.168
```

The molar mass is 97.08 g mol⁻¹. The value obtained for the relative energy (zero: lowest compared OMol25 entry of this formula, charge and spin) is 49.4 kcal/mol. The structure (SMILES) is O=Cc1cnn[nH]1.


No. 4
Here is the molecule CH4NO2P at a distorted geometry from the Open Molecules 2025 dataset. Energies are from the ωB97M-V functional and the def2-TZVPD basis.

Geometry as XYZ:
```
9
Properties=species:S:1:pos:R:3:lowdin_charge:R:1
O -2.93615 0.64880 -0.53575 0.068
N -2.26749 -0.17327 0.00971 -0.454
O -2.67968 -1.25011 0.41170 0.028
C -0.72999 0.19224 0.16947 -0.395
P 0.35935 -1.12158 -0.35620 0.799
H -0.68676 1.18318 -0.26734 0.084
H -0.51196 0.12925 1.24935 0.079
H 1.45866 -0.50009 0.21915 -0.108
H 0.89555 -0.80169 -1.65446 -0.101
```

The molar mass is 93.02 g mol⁻¹. The value obtained for the relative energy (zero: lowest compared OMol25 entry of this formula, charge and spin) is 106.6 kcal/mol. The structure (SMILES) is O=[N+]([O-])CP.


No. 5
Here is a structure of composition C19H12BCl2F4N4O2S2Tm at a distorted geometry from the Open Molecules 2025 dataset. Energies are from the ωB97M-V functional and the def2-TZVPD basis.

Geometry as XYZ:
```
47
Properties=species:S:1:pos:R:3:lowdin_charge:R:1
Tm -0.82655 -0.27010 0.63636 1.234
O -1.75735 1.56069 0.12868 -0.224
C -1.71619 2.46230 -0.79874 -0.326
C -2.40062 3.73055 -0.70170 -0.016
C -2.43305 4.66771 -1.67203 -0.108
C -1.62371 4.48136 -2.82791 -0.134
C -0.84959 3.35864 -2.86557 -0.082
C -0.82303 2.32102 -1.87681 -0.132
C -0.06869 1.12757 -2.22241 -0.088
N 0.18658 0.15266 -1.46308 -0.092
N 0.91677 -0.86948 -2.04472 0.059
C 1.11476 -1.85042 -1.15622 -0.442
O 0.55469 -1.98995 0.02545 -0.179
C 1.98795 -2.88498 -1.62732 -0.149
C 2.18829 -4.09010 -0.93540 0.009
C 3.18599 -5.01636 -1.36956 -0.066
C 3.81530 -4.77843 -2.60622 -0.135
C 3.60138 -3.60304 -3.24775 -0.123
C 2.75495 -2.61447 -2.77285 -0.015
H -2.89056 3.89539 0.19201 0.078
H -3.03332 5.57026 -1.59635 0.096
H -1.56612 5.25905 -3.64480 0.101
H -0.19388 3.11764 -3.77044 0.118
H 0.36425 1.11083 -3.20233 0.110
H 1.67136 -4.24845 -0.03099 0.097
H 3.35519 -5.93184 -0.78158 0.095
H 4.44767 -5.52329 -3.09829 0.094
H 4.21802 -3.42815 -4.13042 0.096
H 2.63726 -1.68535 -3.22849 0.080
S 1.11478 0.94347 2.19137 0.466
C 0.68817 0.01397 3.59555 -1.198
S -0.70474 -0.95781 3.43515 0.486
C 1.51962 0.02235 4.75692 -0.398
C 2.78692 0.68236 4.69436 -0.297
N 3.83711 1.19357 4.50755 0.092
C 1.02853 -0.30318 6.06093 -0.283
N 0.63843 -0.48309 7.13976 0.093
Cl -0.92331 3.81448 3.93893 0.452
C -2.23881 2.70958 3.34834 -0.909
Cl -3.93913 3.44349 3.52621 0.389
H -2.19396 1.74604 3.89859 0.021
H -2.09171 2.62020 2.25133 -0.009
F -3.36218 -3.30542 0.17240 0.133
B -3.31716 -1.94834 -0.15161 -1.195
F -2.17447 -1.59235 -0.95071 0.044
F -4.44883 -1.52823 -0.75093 0.185
F -3.03702 -1.10239 1.02534 -0.027
```

Its expectation value of S² is 2.002. The molar mass is 719.11 g mol⁻¹. The spin multiplicity is 3. The value obtained for the relative energy (zero: lowest compared OMol25 entry of this formula, charge and spin) is 12.2 kcal/mol. Its total charge is -2.


No. 6
Here is a structure of composition C21H37Cl3F6NO20PS2 at a distorted geometry from the Open Molecules 2025 dataset. Energies are from the ωB97M-V functional and the def2-TZVPD basis.

Geometry as XYZ:
```
91
Properties=species:S:1:pos:R:3:lowdin_charge:R:1
N 1.87418 -2.60637 -0.50986 0.282
H 1.87235 -1.77422 0.06253 -0.077
H 2.70724 -2.52810 -1.07552 0.163
H 1.11361 -2.57544 -1.17369 0.116
H 1.85579 -3.41739 0.09181 0.139
P 0.51450 -0.01785 -0.20514 0.612
F 1.99308 -0.64674 0.01270 -0.135
F 0.01389 -0.81585 1.14953 -0.227
F 0.73012 1.14978 0.94111 -0.379
F -1.03120 0.41083 -0.47951 -0.242
F 1.11580 1.01184 -1.41687 -0.176
F 0.08472 -1.24423 -1.18286 -0.156
C -1.08347 2.20683 1.54395 -1.218
Cl -0.58820 2.98983 0.01985 1.037
Cl -2.79212 2.25073 1.78259 0.801
Cl -0.33218 2.94550 2.97689 0.809
H -0.74107 1.17234 1.57012 0.018
C -3.44071 -3.08125 -1.35192 0.013
C -3.03635 -2.06688 -2.44192 -0.283
C -1.56939 -1.73975 -2.61077 -0.126
O -1.39554 -1.79698 -3.97571 0.103
C -2.40770 -2.45985 -4.54871 -0.523
O -2.52044 -2.66639 -5.78680 0.095
O -3.29378 -2.67756 -3.63996 0.129
H -3.18807 -2.66204 -0.37799 0.056
H -2.81077 -3.96932 -1.40300 0.022
H -4.46170 -3.45404 -1.43382 0.104
H -3.62613 -1.15332 -2.36663 0.114
H -0.89837 -2.47082 -2.15983 0.117
H -1.29128 -0.75689 -2.23033 0.103
C 2.58798 2.04053 2.03319 0.002
C 3.00815 0.69976 1.40497 -0.293
C 3.58747 0.81217 -0.04906 -0.074
O 4.61859 -0.15700 -0.09108 0.128
C 4.90988 -0.57732 1.11728 -0.561
O 5.76821 -1.35713 1.46643 0.151
O 4.16139 0.09671 2.02029 0.096
H 1.57019 2.27860 1.72413 0.027
H 3.12708 2.92889 1.70412 0.107
H 2.60919 2.07945 3.12229 0.103
H 2.18243 -0.01177 1.40856 0.026
H 3.93833 1.83853 -0.15660 0.150
H 2.75932 0.72016 -0.75177 0.095
C 1.55425 -0.60279 2.83387 -0.045
C 0.51067 -0.70547 3.90641 -0.169
C -0.14986 0.66245 4.16660 -0.117
O -1.28065 0.62788 3.23878 -0.145
C -1.63783 -0.64362 3.08204 -0.508
O -2.75481 -1.14551 2.69763 0.088
O -0.63596 -1.40882 3.40551 0.017
H 1.78253 -1.54901 2.34329 0.134
H 2.44286 -0.10991 3.22824 0.123
H 1.19160 0.08963 2.07417 0.048
H 0.99149 -1.14335 4.78115 0.173
H 0.50426 1.53413 4.18642 0.048
H -0.51573 0.81298 5.18227 0.145
C 0.91473 3.26584 -2.89276 0.031
C 1.00371 3.57238 -1.31841 -0.366
C 1.80724 2.61394 -0.51336 -0.282
O 2.76792 3.44482 0.12255 -0.028
C 2.61721 4.76352 -0.28048 -0.468
O 3.17933 5.72063 0.21402 0.155
O 1.74697 4.81424 -1.30682 0.104
H 0.63838 4.21924 -3.34306 0.101
H 0.20173 2.47640 -3.13047 0.051
H 1.88163 3.02634 -3.33530 0.100
H 0.11244 3.89152 -0.77814 -0.074
H 2.30711 1.92101 -1.19017 0.105
H 1.17165 1.96119 0.08501 -0.032
C -0.53582 -2.47284 1.35565 -0.230
C -1.90411 -3.15870 1.69775 -0.140
O -1.62387 -4.54439 1.55769 -0.164
S -0.72788 -4.78864 0.19360 0.851
O -1.41370 -4.60715 -1.12970 -0.278
O 0.12720 -5.98973 0.21933 -0.241
O 0.17884 -3.41080 0.58864 -0.270
H 0.12718 -2.15636 2.16088 0.117
H -0.82743 -1.64398 0.71063 0.076
H -2.74016 -2.88048 1.05610 0.095
H -2.14470 -3.03285 2.75339 0.133
C -1.52437 1.78436 -2.09859 -0.285
C -2.46050 1.69151 -0.99351 -0.323
O -3.76740 1.27609 -1.53328 -0.181
S -3.78455 1.37414 -3.19663 0.770
O -4.11904 2.69538 -3.70728 -0.235
O -4.47551 0.19366 -3.75089 -0.233
O -2.13295 1.17725 -3.24715 -0.176
H -0.60503 1.23683 -1.89091 0.082
H -1.30893 2.82324 -2.34838 0.114
H -2.59840 2.50970 -0.28665 0.004
H -2.28641 0.86628 -0.30301 0.075
```

The molar mass is 938.97 g mol⁻¹.


| no. | LUMO energy (eV) | Kohn-Sham gap (eV) |
| --- | --- | --- |
| 1 | 1.064 | 9.54 |
| 2 | 0.062 | 8.68 |
| 3 | 0.075 | 10.48 |
| 4 | 0.349 | 10.63 |
| 5 | 4.326 | 6.90 |
| 6 | -0.752 | 9.52 |